Version w
297
Properties=species:S:1:pos:R:3:mulliken_charge:R:1 method="wB97M-V/def2-TZVPD" multiplicity=1 lumo_ev=0.2876 orbital_gap_ha=0.3141
C 9.597 -1.519 -4.793 -0.66
O 8.278 -1.767 -5.212 -0.39
C 7.360 -1.668 -4.132 0.16
C 5.959 -2.014 -4.652 -0.55
N 4.901 -1.745 -3.684 0.41
C 3.562 -1.716 -4.332 0.95
C 3.343 -0.347 -5.026 -0.73
O 3.947 0.686 -4.284 0.14
C 3.565 1.952 -4.778 -0.92
H 9.778 -0.519 -4.384 0.21
H 10.226 -1.710 -5.660 0.28
H 9.883 -2.204 -3.984 0.30
H 7.366 -0.627 -3.794 -0.17
H 7.614 -2.394 -3.356 0.35
H 5.985 -3.032 -5.046 0.37
H 5.773 -1.388 -5.536 0.10
H 5.020 -0.790 -3.361 -0.36
H 2.851 -1.935 -3.540 -1.68
H 3.452 -2.475 -5.107 0.81
H 2.277 -0.154 -5.198 0.07
H 3.814 -0.383 -6.016 0.79
H 3.715 2.023 -5.863 0.39
H 4.154 2.768 -4.364 0.02
H 2.499 2.118 -4.591 0.32
C 5.846 7.733 -2.990 -0.46
O 4.934 7.037 -2.150 -0.20
C 3.750 7.811 -1.901 -0.82
C 2.756 6.964 -1.178 -0.52
N 3.247 6.518 0.130 -0.41
C 2.726 5.271 0.667 -0.72
C 3.591 4.794 1.826 -0.40
O 4.860 4.394 1.318 -0.27
C 5.607 3.560 2.159 -0.85
H 6.374 8.495 -2.413 0.28
H 5.298 8.191 -3.818 0.34
H 6.537 6.989 -3.380 -0.10
H 3.448 8.228 -2.867 0.52
H 4.052 8.703 -1.333 0.36
H 2.694 6.108 -1.872 0.24
H 1.756 7.387 -1.094 0.40
H 4.226 6.325 -0.085 0.32
H 2.579 4.438 -0.025 0.39
H 1.827 5.534 1.237 0.34
H 3.056 3.978 2.329 0.18
H 3.687 5.502 2.655 0.46
H 5.321 2.500 2.142 0.18
H 5.502 3.882 3.202 0.44
H 6.658 3.591 1.873 0.28
C 9.529 6.666 -3.480 -0.87
O 8.560 5.686 -3.286 -0.18
C 8.866 4.399 -3.799 -0.72
C 7.837 3.414 -3.234 -0.17
N 7.517 3.732 -1.832 -0.42
C 6.183 3.240 -1.449 -0.05
C 5.987 1.758 -1.544 1.39
O 6.749 1.061 -0.614 -0.45
C 6.637 -0.341 -0.548 -0.49
H 9.561 6.978 -4.538 0.33
H 10.554 6.360 -3.247 0.34
H 9.229 7.571 -2.953 0.24
H 9.852 4.116 -3.417 0.45
H 8.854 4.450 -4.891 0.34
H 8.328 2.438 -3.143 0.19
H 6.984 3.215 -3.894 -0.03
H 7.631 4.727 -1.712 0.40
H 5.479 3.780 -2.094 0.36
H 5.990 3.559 -0.427 -0.55
H 5.954 1.357 -2.569 -0.21
H 4.921 1.625 -1.274 -0.51
H 5.654 -0.716 -0.863 0.12
H 6.876 -0.725 0.437 0.35
H 7.275 -0.735 -1.349 0.15
C -5.056 1.207 -1.767 -0.94
O -5.584 0.273 -0.850 0.49
C -6.510 0.751 0.118 -0.50
C -7.789 1.325 -0.456 -1.16
N -7.746 2.763 -0.820 -0.27
C -8.479 3.564 0.176 -0.75
C -9.941 3.806 -0.205 -0.55
O -10.049 4.132 -1.574 -0.37
C -11.187 3.721 -2.252 -0.76
H -4.595 2.072 -1.280 0.42
H -5.671 1.464 -2.631 0.33
H -4.190 0.672 -2.174 0.00
H -5.962 1.368 0.839 0.38
H -6.785 -0.198 0.589 0.09
H -8.699 1.084 0.102 0.65
H -7.870 0.804 -1.418 0.39
H -8.404 2.826 -1.594 0.29
H -7.988 4.521 0.381 0.43
H -8.479 3.098 1.166 0.30
H -10.278 4.667 0.380 0.37
H -10.586 2.953 0.033 0.35
H -12.071 4.306 -1.957 0.32
H -11.499 2.706 -1.955 0.32
H -11.050 3.726 -3.330 0.27
C -0.472 -0.081 6.830 -0.45
O 0.425 0.612 7.657 -0.38
C 1.768 0.586 7.167 0.42
C 2.574 1.422 8.095 -1.04
N 2.447 1.059 9.498 -0.32
C 3.199 1.966 10.356 -0.51
C 2.796 1.969 11.822 -0.44
O 3.585 2.891 12.594 -0.37
C 4.889 2.425 12.794 -0.73
H -0.162 -1.129 6.798 0.49
H -0.542 0.269 5.792 -0.32
H -1.511 0.014 7.145 0.46
H 1.766 0.971 6.145 -0.19
H 2.126 -0.450 7.137 0.28
H 2.171 2.434 7.924 0.41
H 3.636 1.443 7.850 0.40
H 1.477 1.028 9.787 0.26
H 3.251 2.984 9.952 0.31
H 4.245 1.636 10.369 0.20
H 2.876 1.009 12.331 0.32
H 1.766 2.326 11.854 0.33
H 4.868 1.530 13.435 0.29
H 5.485 3.177 13.308 0.28
H 5.488 2.078 11.944 0.31
C -1.979 -2.254 -1.960 0.28
O -1.026 -1.236 -2.234 -0.22
C 0.337 -1.522 -1.933 0.27
C 1.099 -0.224 -2.176 0.22
N 1.219 0.606 -0.986 -0.04
C 2.235 0.218 0.008 0.57
C 2.344 1.199 1.171 -0.48
O 1.370 0.808 2.121 0.11
C 1.164 1.770 3.167 -0.06
H -2.169 -2.465 -0.904 0.19
H -1.678 -3.140 -2.527 -0.22
H -2.918 -1.933 -2.418 -0.19
H 0.757 -2.285 -2.596 -0.14
H 0.487 -1.808 -0.887 0.32
H 0.671 0.307 -3.036 0.19
H 2.081 -0.276 -2.658 -1.12
H 0.349 0.507 -0.482 0.06
H 3.179 0.226 -0.542 -0.39
H 1.925 -0.764 0.384 0.04
H 2.185 2.229 0.830 0.03
H 3.380 1.187 1.531 0.15
H 0.730 2.688 2.763 0.29
H 2.176 1.983 3.528 0.45
H 0.557 1.250 3.901 -0.60
C -9.430 -2.916 -4.586 -0.78
O -8.132 -2.446 -4.813 -0.40
C -7.199 -2.885 -3.857 -0.77
C -5.878 -2.118 -3.940 0.84
N -5.464 -2.012 -5.342 -0.14
C -4.047 -1.958 -5.594 -1.13
C -3.160 -3.201 -5.550 0.60
O -3.660 -4.087 -6.558 -0.46
C -2.688 -5.038 -6.950 -0.50
H -10.082 -2.428 -5.311 0.28
H -9.811 -2.665 -3.589 0.30
H -9.433 -3.998 -4.774 0.31
H -7.091 -3.980 -3.839 0.34
H -7.683 -2.855 -2.867 0.46
H -5.153 -2.652 -3.304 -0.42
H -5.821 -1.105 -3.528 -0.15
H -5.960 -2.768 -5.800 0.36
H -3.679 -1.280 -4.809 0.29
H -3.770 -1.401 -6.494 0.17
H -3.251 -3.595 -4.529 -0.34
H -2.111 -3.050 -5.813 0.52
H -2.060 -4.571 -7.715 0.21
H -3.137 -5.892 -7.466 0.28
H -2.233 -5.475 -6.059 0.13
C 5.308 -7.206 -1.037 -0.72
O 3.970 -6.771 -0.946 -0.43
C 3.805 -5.363 -0.945 -0.39
C 3.724 -4.796 -2.344 0.32
N 2.624 -5.403 -3.098 -0.09
C 1.281 -5.244 -2.603 -0.06
C 0.290 -5.451 -3.744 -0.93
O -1.036 -5.341 -3.275 0.03
C -1.792 -6.511 -3.324 -0.79
H 5.999 -6.536 -0.514 0.32
H 5.584 -7.237 -2.097 0.25
H 5.421 -8.192 -0.588 0.27
H 4.609 -4.928 -0.337 0.47
H 2.874 -5.207 -0.393 0.10
H 4.622 -4.893 -2.953 0.37
H 3.421 -3.747 -2.355 -0.69
H 2.768 -6.351 -3.409 0.32
H 1.058 -4.303 -2.103 0.13
H 1.031 -6.026 -1.867 0.25
H 0.433 -6.387 -4.294 0.57
H 0.439 -4.665 -4.495 0.13
H -1.485 -7.254 -2.575 0.27
H -1.735 -7.029 -4.291 0.42
H -2.825 -6.214 -3.134 -0.04
C -8.076 -6.060 5.069 -0.79
O -7.543 -5.329 3.989 -0.29
C -7.387 -3.932 4.297 -0.62
C -6.319 -3.347 3.400 -0.39
N -6.626 -3.602 2.016 -0.32
C -5.479 -3.432 1.148 -0.62
C -5.625 -3.641 -0.335 1.20
O -5.874 -5.001 -0.578 -0.46
C -5.519 -5.491 -1.839 -0.25
H -7.488 -6.041 5.986 0.30
H -8.151 -7.088 4.704 0.26
H -9.141 -5.830 5.190 0.31
H -6.985 -3.933 5.315 0.43
H -8.374 -3.488 4.156 0.33
H -5.350 -3.840 3.592 0.26
H -6.160 -2.283 3.600 0.24
H -7.050 -4.501 1.833 0.37
H -4.634 -4.035 1.508 0.42
H -5.175 -2.376 1.137 -0.18
H -4.672 -3.360 -0.805 -0.53
H -6.408 -2.991 -0.754 -0.14
H -6.313 -5.442 -2.593 0.25
H -5.311 -6.557 -1.746 0.44
H -4.677 -5.001 -2.340 -0.27
C 7.606 -1.863 6.834 -0.72
O 6.269 -2.241 7.220 -0.45
C 5.262 -1.721 6.356 -0.12
C 4.879 -2.804 5.323 -0.67
N 3.610 -2.450 4.698 -0.05
C 3.116 -3.534 3.787 -0.91
C 1.782 -3.037 3.290 0.22
O 0.909 -2.812 4.370 -0.46
C -0.304 -2.220 3.986 -0.89
H 8.007 -1.366 7.717 0.27
H 7.619 -1.227 5.951 0.34
H 8.189 -2.767 6.660 0.26
H 5.437 -0.732 5.930 0.29
H 4.402 -1.619 7.025 0.10
H 4.844 -3.763 5.850 0.29
H 5.645 -2.794 4.543 0.35
H 2.885 -2.501 5.411 0.13
H 2.907 -4.390 4.444 0.33
H 3.907 -3.730 3.068 0.52
H 1.350 -3.730 2.550 0.51
H 1.898 -2.172 2.627 -0.41
H -0.946 -1.912 4.805 0.34
H -0.756 -3.008 3.362 0.36
H -0.297 -1.391 3.264 0.34
C 3.470 -1.605 -9.896 -0.82
O 2.304 -1.003 -9.412 -0.31
C 1.161 -1.855 -9.553 -0.69
C -0.027 -1.220 -8.861 -0.54
N 0.403 -0.824 -7.507 0.14
C -0.597 -0.037 -6.799 0.98
C -0.563 1.473 -7.111 -0.40
O -1.505 2.082 -6.222 -0.35
C -2.795 2.203 -6.785 -0.70
H 3.339 -1.909 -10.943 0.32
H 3.764 -2.542 -9.403 0.33
H 4.322 -0.935 -9.807 0.26
H 1.341 -2.767 -8.973 0.32
H 1.015 -2.074 -10.612 0.48
H -0.734 -2.037 -8.707 0.13
H -0.425 -0.416 -9.488 0.33
H 1.366 -0.528 -7.547 0.21
H -0.303 -0.137 -5.748 -0.42
H -1.596 -0.470 -6.772 -0.57
H -0.837 1.655 -8.154 0.38
H 0.412 1.900 -6.886 0.16
H -3.156 1.281 -7.250 0.31
H -2.760 3.000 -7.539 0.31
H -3.439 2.566 -5.986 0.23
C -8.050 3.171 8.081 -0.56
O -8.507 4.503 7.876 -0.41
C -7.533 5.491 7.702 -0.46
C -6.799 5.398 6.353 -0.76
N -5.685 4.433 6.262 -0.34
C -4.809 4.421 7.433 -0.33
C -3.673 3.453 7.224 -0.78
O -3.167 3.683 5.915 -0.38
C -2.100 2.853 5.535 -0.63
H -8.888 2.482 8.061 0.26
H -7.557 3.133 9.059 0.22
H -7.314 2.959 7.301 0.28
H -6.835 5.643 8.532 0.35
H -8.061 6.446 7.688 0.37
H -6.356 6.369 6.092 0.46
H -7.523 5.169 5.569 0.31
H -5.101 4.726 5.490 0.26
H -5.375 4.047 8.288 0.25
H -4.424 5.429 7.640 0.32
H -3.977 2.415 7.389 0.34
H -2.847 3.654 7.916 0.39
H -1.325 2.963 6.307 0.34
H -1.646 2.949 4.552 0.26
H -2.394 1.799 5.627 0.24
C -1.952 0.361 0.962 -0.66
C -3.247 -0.268 1.443 0.40
O -2.884 -1.479 2.101 -0.34
H -1.238 0.766 1.683 0.04
H -2.363 1.200 0.385 0.47
H -1.331 -0.331 0.392 -0.13
H -3.952 -0.414 0.622 -0.57
H -3.711 0.473 2.106 0.48
H -3.289 -1.441 2.972 0.22

---

Version x
297
Properties=species:S:1:pos:R:3:mulliken_charge:R:1 method="wB97M-V/def2-TZVPD" multiplicity=1 lumo_ev=0.4582 orbital_gap_ha=0.3115
C 4.103 1.227 -2.079 -0.28
C 3.531 1.024 -0.661 0.46
O 2.332 1.830 -0.549 0.11
H 4.980 0.599 -2.232 -0.43
H 4.459 2.240 -2.268 0.24
H 3.464 0.960 -2.921 0.16
H 4.124 1.312 0.207 0.15
H 3.230 -0.020 -0.576 -0.38
H 2.562 2.729 -0.795 -0.16
C -3.122 3.509 -6.337 -1.19
O -2.995 4.972 -6.499 -0.35
C -1.808 5.446 -5.913 0.42
C -1.809 6.982 -6.336 -1.00
N -1.797 6.979 -7.791 -0.41
C -2.581 8.101 -8.303 -0.55
C -2.566 8.254 -9.864 -0.70
O -3.465 7.307 -10.427 -0.27
C -3.953 7.547 -11.776 -0.90
H -2.961 3.183 -5.310 0.28
H -2.355 2.875 -6.781 0.39
H -4.118 3.143 -6.586 0.53
H -0.948 5.022 -6.430 0.21
H -1.822 5.419 -4.823 -0.20
H -0.897 7.493 -6.024 0.39
H -2.555 7.589 -5.823 0.33
H -2.241 6.096 -8.000 0.36
H -2.226 9.056 -7.916 0.45
H -3.625 8.112 -7.989 0.31
H -1.611 8.163 -10.380 0.34
H -2.854 9.252 -10.196 0.43
H -4.830 6.905 -11.850 0.30
H -3.417 7.399 -12.713 0.33
H -4.466 8.493 -11.950 0.34
C -3.555 -2.604 -10.184 -0.85
O -3.678 -2.244 -8.811 -0.20
C -3.240 -0.860 -8.560 -0.97
C -3.548 -0.287 -7.241 1.29
N -4.968 -0.057 -7.038 -0.18
C -5.620 -1.245 -6.429 0.06
C -7.085 -0.864 -6.036 -0.90
O -8.020 -0.507 -7.077 -0.36
C -9.318 -0.230 -6.525 -0.83
H -4.221 -1.983 -10.783 0.35
H -3.809 -3.661 -10.260 0.22
H -2.570 -2.509 -10.642 0.33
H -3.828 -0.305 -9.291 0.41
H -2.218 -0.498 -8.675 0.43
H -3.139 0.700 -7.026 -0.57
H -3.075 -0.928 -6.498 -0.42
H -5.453 0.075 -7.914 0.27
H -5.079 -1.565 -5.539 -0.10
H -5.602 -1.979 -7.235 0.37
H -7.098 -0.110 -5.249 0.33
H -7.527 -1.834 -5.808 0.47
H -9.736 -0.852 -5.733 0.35
H -9.960 -0.586 -7.330 0.32
H -9.527 0.815 -6.295 0.27
C -1.975 0.359 2.767 -0.18
O -2.503 0.562 4.048 -0.20
C -2.882 -0.658 4.771 0.13
C -1.802 -1.763 5.014 -0.75
N -0.848 -1.369 6.136 0.05
C 0.385 -2.152 6.050 -1.09
C 1.215 -2.176 7.359 0.26
O 0.348 -2.954 8.234 -0.46
C 0.585 -2.815 9.600 -0.82
H -2.711 0.000 2.048 -0.26
H -1.107 -0.299 2.777 0.17
H -1.626 1.311 2.369 0.44
H -3.723 -1.058 4.205 -0.56
H -3.188 -0.160 5.691 0.44
H -1.361 -1.878 4.024 -0.35
H -2.226 -2.741 5.241 0.78
H -1.344 -1.637 6.974 0.28
H 1.027 -1.563 5.394 0.41
H 0.141 -3.136 5.650 0.57
H 1.390 -1.157 7.704 -0.22
H 2.172 -2.641 7.121 0.20
H 0.148 -3.683 10.094 0.37
H 0.093 -1.949 10.043 0.25
H 1.604 -2.807 9.985 0.28
C -2.587 10.737 -0.304 -0.87
O -3.111 9.746 -1.096 -0.35
C -2.202 9.316 -2.091 -0.71
C -2.721 8.107 -2.807 -0.10
N -3.174 7.007 -1.901 -0.32
C -3.956 5.850 -2.381 0.47
C -5.393 6.286 -2.915 -0.45
O -6.220 5.213 -3.348 -0.45
C -5.683 4.519 -4.465 -0.46
H -3.365 11.113 0.361 0.30
H -1.948 11.504 -0.742 0.31
H -2.091 10.197 0.503 0.35
H -1.278 9.032 -1.587 0.36
H -2.023 10.019 -2.904 0.36
H -1.974 7.647 -3.454 0.06
H -3.536 8.429 -3.455 0.29
H -3.692 7.506 -1.192 0.29
H -3.903 5.043 -1.651 0.37
H -3.295 5.492 -3.170 -0.65
H -5.441 7.037 -3.703 0.37
H -5.958 6.733 -2.097 0.27
H -4.751 4.009 -4.224 0.03
H -5.593 5.148 -5.351 0.28
H -6.281 3.685 -4.831 0.35
C 5.035 -9.717 5.443 -0.84
O 4.951 -8.355 5.039 -0.34
C 6.120 -7.668 5.198 -0.90
C 5.924 -6.279 4.531 0.47
N 4.868 -6.308 3.440 -0.34
C 5.572 -6.096 2.190 -1.07
C 6.362 -4.783 1.971 0.53
O 7.768 -5.004 2.145 -0.46
C 8.600 -3.845 1.880 -0.60
H 5.911 -10.246 5.067 0.34
H 4.135 -10.300 5.248 0.26
H 5.119 -9.765 6.528 0.31
H 7.005 -8.195 4.841 0.41
H 6.301 -7.488 6.258 0.41
H 6.940 -6.093 4.181 0.16
H 5.705 -5.559 5.320 -0.41
H 4.450 -7.211 3.615 0.31
H 4.866 -6.341 1.397 0.45
H 6.275 -6.928 2.157 0.46
H 5.901 -3.930 2.468 0.28
H 6.263 -4.595 0.902 -0.14
H 8.067 -3.078 1.319 0.11
H 9.542 -4.170 1.440 0.25
H 8.628 -3.469 2.903 0.35
C -3.158 -4.081 -5.604 -0.83
O -3.521 -3.868 -4.316 0.16
C -4.634 -4.728 -3.860 -0.87
C -4.747 -4.327 -2.333 -0.46
N -4.919 -2.929 -1.938 -0.14
C -5.125 -2.815 -0.475 -0.06
C -5.205 -1.387 0.001 -0.45
O -5.169 -1.327 1.393 -0.08
C -5.431 -0.049 1.842 -0.57
H -3.924 -3.696 -6.277 0.21
H -3.052 -5.137 -5.854 0.39
H -2.261 -3.475 -5.728 0.21
H -4.496 -5.807 -3.794 0.40
H -5.555 -4.368 -4.319 0.31
H -3.828 -4.681 -1.867 0.19
H -5.489 -4.935 -1.816 0.62
H -4.147 -2.335 -2.203 0.09
H -4.254 -3.230 0.032 -0.28
H -5.990 -3.326 -0.052 0.52
H -6.038 -0.847 -0.448 0.26
H -4.328 -0.811 -0.295 0.18
H -4.794 0.043 2.722 -0.05
H -6.470 -0.095 2.168 0.28
H -5.301 0.783 1.150 0.35
C -5.939 -2.277 6.436 -1.07
O -4.881 -2.719 5.619 -0.04
C -5.222 -3.907 4.832 -1.10
C -4.683 -3.907 3.372 1.16
N -3.796 -5.066 3.031 -0.39
C -2.767 -4.710 2.079 0.64
C -1.566 -5.556 2.140 -0.59
O -1.769 -6.899 1.629 -0.41
C -0.606 -7.803 1.534 -0.68
H -6.838 -2.207 5.824 0.37
H -5.836 -1.388 7.058 0.25
H -6.268 -3.186 6.941 0.40
H -6.302 -4.053 4.791 0.50
H -4.716 -4.652 5.445 0.27
H -4.112 -2.979 3.347 -0.78
H -5.475 -3.714 2.649 0.22
H -3.443 -5.526 3.858 0.31
H -2.520 -3.671 2.294 -0.06
H -3.138 -4.751 1.055 -0.34
H -1.115 -5.597 3.131 0.43
H -0.859 -5.088 1.456 0.29
H -0.686 -8.457 0.665 0.27
H -0.684 -8.413 2.434 0.26
H 0.342 -7.280 1.410 0.25
C -3.290 0.126 -3.240 -0.98
O -2.902 -1.012 -2.514 0.23
C -1.673 -1.521 -3.115 0.18
C -1.028 -2.668 -2.363 -0.72
N 0.394 -2.480 -2.145 -0.14
C 0.915 -1.421 -1.333 -1.06
C 0.220 -1.146 -0.033 -0.02
O 0.447 -2.294 0.949 -0.11
C 1.738 -2.114 1.580 -1.23
H -3.493 -0.126 -4.281 -0.11
H -2.499 0.857 -3.074 0.35
H -4.155 0.409 -2.641 0.34
H -0.914 -0.764 -3.315 0.50
H -1.922 -1.996 -4.064 -0.54
H -1.208 -3.624 -2.856 0.52
H -1.524 -2.787 -1.400 -0.02
H 0.797 -3.354 -1.840 0.35
H 0.936 -0.496 -1.907 -0.24
H 1.947 -1.701 -1.121 0.58
H -0.865 -1.038 -0.034 -0.09
H 0.614 -0.292 0.517 0.61
H 1.742 -2.864 2.371 0.48
H 1.749 -1.121 2.028 0.39
H 2.651 -2.299 1.014 0.28
C -2.776 2.476 6.239 -0.43
O -2.467 1.878 7.515 -0.36
C -1.421 2.431 8.369 -0.63
C -0.165 2.839 7.607 -0.82
N 0.574 1.657 7.106 0.60
C 1.891 1.891 6.428 -0.13
C 1.734 2.580 5.083 -0.22
O 2.747 2.014 4.224 -0.17
C 2.866 2.614 2.889 -0.61
H -3.736 2.020 5.998 0.22
H -1.912 2.399 5.578 -0.04
H -2.913 3.539 6.439 0.53
H -1.228 1.623 9.074 0.24
H -1.668 3.343 8.914 0.37
H 0.505 3.328 8.315 0.50
H -0.479 3.673 6.980 0.29
H -0.028 1.085 6.531 -0.34
H 2.377 0.915 6.397 -0.71
H 2.491 2.579 7.025 0.64
H 1.982 3.621 5.291 0.33
H 0.804 2.379 4.550 0.14
H 1.931 2.922 2.421 0.41
H 3.451 2.074 2.145 -0.21
H 3.437 3.528 3.050 0.43
C 1.139 0.660 -6.410 -0.86
O 0.976 1.177 -5.117 -0.14
C 1.197 2.539 -4.926 -0.66
C 0.614 3.028 -3.597 0.44
N 1.322 4.294 -3.287 -0.45
C 0.895 4.659 -1.880 -0.34
C 1.863 5.640 -1.196 -0.73
O 3.049 4.853 -1.348 -0.22
C 4.066 5.623 -0.794 -0.95
H 0.742 1.255 -7.232 0.34
H 0.691 -0.333 -6.377 0.20
H 2.198 0.448 -6.553 0.30
H 0.869 3.096 -5.803 0.32
H 2.285 2.595 -4.888 0.37
H 0.504 2.160 -2.948 -0.08
H -0.395 3.373 -3.824 -0.09
H 2.279 4.002 -3.149 0.39
H 0.738 3.848 -1.170 -0.04
H -0.012 5.165 -2.213 0.50
H 1.519 5.815 -0.177 0.42
H 1.927 6.541 -1.807 0.40
H 3.764 6.212 0.072 0.38
H 4.519 6.313 -1.505 0.32
H 4.988 5.068 -0.623 0.23
C 5.142 -5.120 -1.766 -0.95
O 5.405 -3.751 -1.891 -0.13
C 6.658 -3.415 -2.440 -0.58
C 6.770 -1.942 -2.808 -0.81
N 6.739 -1.001 -1.666 0.11
C 7.544 0.116 -2.009 -0.78
C 7.894 1.022 -0.796 -0.82
O 8.250 0.307 0.380 -0.17
C 9.451 0.660 0.943 -0.92
H 4.755 -5.519 -2.704 0.36
H 4.282 -5.256 -1.110 0.19
H 5.943 -5.723 -1.340 0.40
H 6.760 -4.039 -3.327 0.44
H 7.425 -3.664 -1.706 0.32
H 6.014 -1.693 -3.554 0.27
H 7.710 -1.788 -3.339 0.42
H 7.065 -1.451 -0.823 0.04
H 7.111 0.665 -2.845 0.41
H 8.542 -0.226 -2.284 0.64
H 6.987 1.517 -0.450 0.16
H 8.525 1.839 -1.146 0.53
H 9.753 1.696 0.790 0.36
H 10.244 0.092 0.458 0.33
H 9.583 0.544 2.019 0.24
C 4.159 -1.112 3.844 -0.34
O 4.835 -1.315 5.083 -0.32
C 4.859 -2.556 5.588 0.60
C 5.799 -2.533 6.851 -1.34
N 5.296 -2.118 8.092 -0.37
C 5.091 -0.702 8.138 0.15
C 4.431 -0.131 9.406 -1.06
O 2.950 -0.395 9.423 0.08
C 2.289 0.219 10.606 -0.76
H 3.248 -0.625 4.192 0.00
H 3.999 -2.049 3.312 0.30
H 4.586 -0.415 3.123 0.16
H 5.185 -3.259 4.821 -0.02
H 3.837 -2.761 5.905 -0.01
H 6.694 -1.949 6.635 0.47
H 5.905 -3.599 7.053 0.49
H 4.450 -2.666 8.158 0.34
H 4.406 -0.417 7.339 -0.17
H 6.053 -0.254 7.890 0.44
H 4.629 0.938 9.329 0.45
H 4.958 -0.511 10.281 0.41
H 2.855 0.365 11.526 0.35
H 1.412 -0.419 10.711 0.13
H 2.001 1.259 10.451 0.21

---

Calculated relative energies: version w 0.000; version x 6.708, given in eV